# 1
{
  "formula": "C45H40BrGeN2NiO2P",
  "method": "wB97M-V/def2-TZVPD",
  "e_tot_ev": -231278.5581,
  "multiplicity": 3,
  "gap_ev": [7.45, 7.27],
  "lumo_ev": [-0.072, -0.133],
  "elements": ["Ni", "C", "C", "C", "C", "C", "Br", "N", "C", "H", "H", "H", "H", "H", "H", "N", "P", "C", "C", "C", "C", "C", "C", "C", "C", "C", "C", "C", "C", "C", "C", "C", "C", "C", "C", "H", "H", "H", "H", "H", "H", "H", "H", "H", "H", "H", "H", "H", "H", "H", "O", "C", "O", "C", "C", "Ge", "C", "C", "C", "C", "C", "C", "C", "C", "C", "C", "C", "C", "C", "C", "C", "C", "C", "C", "H", "H", "H", "H", "H", "H", "H", "H", "H", "H", "H", "H", "H", "H", "H", "H", "H", "H", "H"],
  "positions_angstrom": [[-0.35176, 0.63742, -1.24459], [-5.72891, -0.39373, -0.67951], [-4.44904, -0.39832, -1.48380], [-4.45987, -0.65291, -2.87179], [-3.28086, -0.59649, -3.57794], [-2.09288, -0.34151, -2.88515], [-0.41034, -0.41439, -3.76995], [-2.07447, -0.09448, -1.61180], [-3.22946, -0.07463, -0.87762], [-6.31878, -1.29653, -0.96004], [-6.38998, 0.46353, -0.86191], [-5.45005, -0.41067, 0.41088], [-5.41118, -0.88573, -3.31402], [-3.22202, -0.81544, -4.63898], [-3.12272, 0.32203, 0.14265], [-0.88594, 2.22247, -0.52648], [-0.70075, 3.71573, -0.34392], [0.70839, 4.24351, 0.63970], [1.94212, 3.60286, 0.59328], [3.03092, 4.18910, 1.22805], [2.90545, 5.37811, 1.92819], [1.69321, 6.05519, 1.90511], [0.52047, 5.43110, 1.38241], [-2.15225, 4.23960, 0.63417], [-3.18935, 4.95422, -0.00070], [-4.32634, 5.32749, 0.67763], [-4.38397, 5.05229, 2.03531], [-3.33132, 4.43705, 2.69193], [-2.25547, 3.89910, 1.95555], [-0.56078, 4.81636, -1.84187], [-0.65540, 4.18150, -3.11463], [-0.42490, 4.91770, -4.28003], [-0.03757, 6.23845, -4.19360], [0.05803, 6.86904, -2.95974], [-0.27932, 6.19328, -1.82495], [1.94311, 2.69032, -0.00135], [3.98547, 3.68856, 1.11405], [3.71919, 5.75629, 2.52639], [1.62626, 7.04299, 2.40060], [-0.45795, 5.87225, 1.55246], [-3.18891, 5.16038, -1.07122], [-5.16227, 5.88921, 0.22899], [-5.24101, 5.26701, 2.65140], [-3.37925, 4.32727, 3.76667], [-1.45924, 3.37317, 2.47648], [-0.95577, 3.12100, -3.15252], [-0.40182, 4.41990, -5.26417], [0.20303, 6.79675, -5.11090], [0.39429, 7.92961, -2.90943], [-0.41613, 6.71443, -0.88448], [1.65437, 0.65064, -0.96510], [1.60156, -0.26232, -0.06232], [0.56131, -0.94327, 0.13919], [2.78658, -0.51901, 0.85021], [3.34078, -1.95230, 0.94447], [2.14100, -3.58483, 0.98495], [1.46503, -4.02246, -0.78225], [2.24500, -3.84008, -1.89056], [1.66710, -3.88932, -3.17123], [0.32230, -4.18425, -3.30878], [-0.42782, -4.56160, -2.20377], [0.15716, -4.48472, -0.95732], [0.83738, -3.62114, 2.38073], [0.58258, -4.80344, 3.11309], [-0.58071, -4.89566, 3.91014], [-1.47036, -3.85042, 3.92812], [-1.19403, -2.64819, 3.28255], [-0.04319, -2.53682, 2.49710], [3.22952, -5.26112, 1.19810], [3.94824, -5.36802, 2.38417], [4.87336, -6.35947, 2.57420], [5.13091, -7.31116, 1.54697], [4.39655, -7.22318, 0.36100], [3.43878, -6.17455, 0.21396], [2.54747, -0.10859, 1.87420], [3.59513, 0.16929, 0.49699], [3.98608, -2.05095, 1.84629], [3.95998, -2.06515, 0.06151], [3.31714, -3.65345, -1.77102], [2.34223, -3.70154, -4.03365], [-0.11386, -4.13219, -4.33613], [-1.40688, -5.04274, -2.31462], [-0.46430, -4.71097, -0.07525], [1.29476, -5.60879, 3.14766], [-0.71781, -5.82951, 4.47780], [-2.37454, -4.02508, 4.48954], [-1.90124, -1.80907, 3.33048], [0.10597, -1.59578, 1.95085], [3.77772, -4.58420, 3.14513], [5.36077, -6.47945, 3.55733], [5.89670, -8.07219, 1.64962], [4.44274, -7.94544, -0.48296], [2.79661, -6.16896, -0.66619]],
  "forces_ev_per_angstrom": [[1.90, -0.14, 1.35], [0.15, -0.70, 0.63], [0.34, 0.66, 0.25], [0.50, 0.23, 1.18], [0.43, -0.41, -0.59], [-1.42, -0.74, -0.83], [-0.18, 0.03, 0.05], [-1.52, -0.02, 0.82], [0.33, 0.22, -1.17], [0.36, 0.51, 0.50], [0.42, -0.03, -0.06], [-0.60, -0.10, -1.04], [-0.11, -0.06, -0.43], [-0.16, 0.12, 0.12], [-0.06, -0.49, -0.49], [-0.25, -0.51, -0.91], [-0.58, -0.02, 0.50], [-0.74, 1.38, 0.98], [-0.64, 0.54, -0.50], [0.13, -0.92, -0.29], [-0.40, 0.05, -0.39], [-1.42, -0.07, 0.77], [2.36, 0.33, -0.08], [-0.13, 1.05, -1.69], [-0.01, -0.23, -0.50], [-0.66, 0.30, 0.54], [0.13, -0.08, 0.71], [0.31, -0.95, -0.58], [-0.38, 1.04, 1.44], [-0.37, -0.69, -1.34], [-0.16, 0.20, 1.00], [0.35, -0.82, -0.24], [0.40, 0.53, -0.60], [0.19, 1.39, -0.79], [-0.51, -0.99, 1.35], [0.60, 0.06, 0.17], [0.08, 0.05, 0.37], [0.26, 0.24, -0.27], [-0.09, -0.76, -0.19], [0.23, 0.06, -0.33], [0.53, 0.01, 0.19], [0.59, -0.50, -0.06], [-0.28, 0.48, -0.13], [0.00, -0.23, 0.02], [-0.05, 0.01, -0.18], [0.38, 0.55, 0.03], [-0.33, 0.26, 0.61], [-0.08, -0.31, 0.49], [-0.48, -0.90, -0.01], [0.55, 0.09, 0.05], [0.17, -0.87, 0.82], [0.14, -0.02, -0.06], [-0.09, 0.68, -1.06], [0.77, 1.35, 0.68], [-0.34, -0.42, 0.32], [1.21, -0.55, -0.52], [-1.17, 0.24, 0.65], [0.35, 0.27, -1.09], [1.16, 0.17, 0.08], [-0.13, 0.05, -1.61], [-0.10, -0.69, -0.20], [-0.55, 0.37, 0.86], [-0.78, -0.33, 0.35], [-0.75, 1.12, 0.47], [1.64, -0.80, -0.70], [-0.41, 0.10, 0.43], [-0.05, -0.04, -0.27], [-0.62, 0.23, 0.47], [0.02, 1.90, 0.77], [0.03, 0.79, 0.48], [0.72, -1.42, 0.25], [-0.57, 0.74, -0.30], [-0.86, 0.47, -0.15], [0.39, -1.79, -0.68], [-0.18, -0.53, -0.95], [-0.45, -0.63, 0.21], [-0.29, 0.14, -0.65], [0.33, -0.40, -0.06], [-0.33, 0.17, -0.19], [-0.83, -0.10, 0.51], [0.26, -0.29, 1.02], [0.22, 0.61, -0.02], [0.39, 0.07, -0.39], [0.13, -0.23, -0.32], [-0.25, 0.62, -0.26], [-0.28, 0.41, 0.10], [0.33, -0.41, 0.05], [0.11, -0.73, 0.27], [0.21, -0.68, -0.16], [-0.07, 0.19, -0.69], [-0.14, 0.02, 0.20], [0.39, 0.46, 0.89], [0.38, 0.07, -0.01]],
  "lowdin_spin": [1.6779, 0.0001, 0.0008, 0.0011, 0.0015, 0.0064, 0.0235, 0.0312, 0.0038, 0.0000, 0.0000, 0.0000, 0.0001, 0.0007, 0.0001, 0.1187, 0.0371, 0.0012, 0.0003, 0.0000, 0.0002, 0.0000, 0.0002, 0.0025, 0.0008, 0.0003, 0.0006, 0.0002, 0.0011, 0.0100, -0.0016, -0.0001, -0.0006, 0.0005, 0.0014, -0.0001, 0.0000, 0.0000, 0.0000, 0.0000, 0.0000, 0.0000, 0.0000, 0.0000, 0.0004, -0.0016, 0.0000, 0.0000, 0.0001, 0.0001, 0.0286, 0.0064, 0.0410, 0.0019, 0.0002, 0.0003, 0.0001, 0.0000, 0.0000, 0.0000, 0.0000, 0.0000, 0.0001, 0.0000, 0.0000, 0.0000, 0.0000, 0.0004, 0.0000, 0.0000, 0.0000, 0.0000, 0.0000, 0.0000, 0.0005, 0.0006, 0.0000, 0.0000, 0.0000, 0.0000, 0.0000, 0.0000, 0.0000, 0.0000, 0.0000, 0.0000, 0.0000, 0.0001, 0.0000, 0.0000, 0.0000, 0.0000, 0.0000]
}

=====

# 2
{
  "formula": "CH5INP",
  "method": "wB97M-V/def2-TZVPD",
  "e_tot_ev": -19996.4886,
  "multiplicity": 1,
  "gap_ev": 8.56,
  "e_above_lowest_kcal_mol": 44.7,
  "lumo_ev": -0.010,
  "elements": ["C", "N", "P", "I", "H", "H", "H", "H", "H"],
  "positions_angstrom": [[1.29596, -0.25519, 0.27997], [-0.17916, -0.35626, 0.11986], [-1.20666, 0.82028, 0.52998], [-3.31443, -0.31821, -0.00224], [1.71349, -0.96053, 0.97613], [1.60501, -0.40844, -0.74215], [1.53103, 0.71954, 0.52903], [-0.37485, -0.97444, -0.61573], [-1.07039, 1.73323, -1.07484]],
  "forces_ev_per_angstrom": [[-1.91, -1.00, -1.23], [1.89, -1.47, 1.24], [-0.60, 2.70, -2.60], [0.09, 0.13, 0.02], [0.08, -0.33, 0.20], [1.01, -0.19, -0.07], [0.75, 2.00, 0.74], [-0.69, -0.73, -0.92], [-0.62, -1.11, 2.60]],
  "nbo_charge": [-0.3977, -1.0064, 0.6917, -0.1454, 0.2020, 0.2013, 0.1980, 0.3900, -0.1334]
}

=====

# 3
{
  "formula": "C6H10O",
  "method": "wB97M-V/def2-TZVPD",
  "e_tot_ev": -8423.9758,
  "multiplicity": 1,
  "gap_ev": 9.15,
  "e_above_lowest_kcal_mol": 167.5,
  "lumo_ev": 0.273,
  "elements": ["C", "C", "C", "C", "O", "C", "C", "H", "H", "H", "H", "H", "H", "H", "H", "H", "H"],
  "positions_angstrom": [[-1.65509, -0.58534, -0.30396], [-0.15249, -0.61866, -0.51792], [0.65232, 0.31100, -1.24764], [1.25603, 0.93785, -0.01662], [0.42394, 1.71358, 0.86449], [0.22635, 0.61028, 1.76584], [0.76338, -0.37287, 0.72452], [-2.00647, -1.53633, 0.11067], [-2.15473, -0.41777, -1.26156], [-1.94798, 0.21603, 0.38175], [-0.26655, -1.25146, -1.75426], [1.36831, -0.00939, -1.99401], [-0.33368, -0.36915, -2.47182], [2.28953, 1.29803, -0.01877], [-0.81386, 0.51250, 2.09115], [0.87330, 0.71193, 2.64779], [1.47768, -1.15022, 1.00036]],
  "forces_ev_per_angstrom": [[-0.06, 0.00, -0.02], [-0.08, 0.25, -0.01], [0.16, -0.09, 0.06], [0.34, 0.07, -0.21], [-0.05, 0.14, -0.02], [-0.17, -0.16, 0.25], [0.03, -0.19, 0.24], [0.04, 0.13, -0.06], [0.05, -0.05, 0.13], [0.07, -0.13, -0.10], [0.00, 0.11, -0.16], [-0.15, 0.04, 0.03], [0.01, -0.19, 0.18], [-0.15, -0.03, -0.04], [0.15, 0.02, -0.04], [-0.07, -0.05, -0.14], [-0.12, 0.14, -0.09]],
  "nbo_charge": [-0.6300, -0.1483, -0.2085, 0.0590, -0.5261, -0.0717, -0.2609, 0.2138, 0.2307, 0.2110, 0.1480, 0.2255, -0.0200, 0.1858, 0.1822, 0.1784, 0.2311]
}